A cluster of 11 separate species, C32H82O11 in total. Source: the OMol25 dataset; level of theory: ωB97M-V/def2-TZVPD.

Geometry (Å):
O: -21.594 -24.241 33.406
O: -28.403 -26.408 34.220
O: -29.612 -29.333 33.963
O: -30.801 -25.079 32.964
O: -29.187 -28.913 27.602
O: -21.819 -29.559 32.976
O: -29.708 -22.642 34.606
O: -28.114 -20.503 33.477
O: -25.671 -31.568 30.739
O: -26.534 -27.351 36.977
O: -22.666 -23.581 35.949
C: -27.198 -26.435 33.439
C: -22.567 -28.463 33.531
C: -28.452 -27.871 38.263
C: -26.371 -25.198 33.826
C: -27.337 -25.668 38.472
C: -30.957 -27.488 27.117
C: -22.731 -23.862 32.633
C: -24.970 -22.909 36.403
C: -27.710 -26.752 37.522
C: -23.460 -27.937 32.428
C: -28.114 -31.622 30.442
C: -26.925 -31.086 31.249
C: -32.444 -26.418 31.923
C: -25.871 -19.856 33.341
C: -27.046 -20.009 34.317
C: -30.038 -28.532 26.536
C: -23.982 -24.066 36.281
C: -31.739 -26.121 33.236
C: -29.708 -23.836 36.638
C: -22.571 -24.390 31.226
C: -23.796 -24.849 37.610
C: -29.302 -28.063 28.741
C: -30.063 -26.825 28.143
C: -23.434 -28.997 34.681
C: -26.146 -20.919 32.275
C: -29.584 -21.307 36.624
C: -22.828 -22.337 32.710
C: -27.675 -20.934 32.213
C: -27.037 -31.467 32.724
C: -27.627 -26.521 31.984
C: -29.173 -22.604 35.919
C: -32.731 -25.573 34.278
H: -25.953 -18.870 32.877
H: -22.824 -29.398 35.494
H: -30.789 -23.955 36.655
H: -31.788 -26.592 31.067
H: -26.146 -31.090 33.235
H: -29.474 -28.060 25.726
H: -26.873 -20.730 35.118
H: -29.289 -26.180 27.728
H: -24.345 -24.765 35.526
H: -23.067 -25.623 37.384
H: -31.155 -26.998 33.545
H: -31.267 -26.709 26.421
H: -22.304 -25.448 31.247
H: -25.563 -20.799 31.364
H: -27.074 -32.540 32.902
H: -23.482 -24.430 30.623
H: -28.248 -25.307 38.957
H: -26.603 -27.397 36.020
H: -30.667 -21.356 36.721
H: -25.510 -22.769 35.464
H: -27.962 -20.262 31.399
H: -24.134 -28.261 35.073
H: -25.869 -32.010 29.907
H: -28.083 -32.716 30.458
H: -29.168 -27.442 38.972
H: -33.244 -24.676 33.920
H: -28.952 -28.606 37.632
H: -29.053 -21.296 37.579
H: -23.223 -21.971 33.661
H: -26.875 -30.011 31.046
H: -23.605 -24.311 33.126
H: -30.855 -24.428 33.672
H: -33.057 -27.320 32.008
H: -26.272 -25.254 34.911
H: -31.803 -27.952 27.627
H: -26.888 -24.753 38.069
H: -27.782 -28.457 38.897
H: -28.971 -25.845 33.665
H: -28.341 -27.800 29.180
H: -29.047 -31.137 30.706
H: -22.941 -27.667 31.507
H: -25.801 -21.881 32.672
H: -23.480 -24.158 38.395
H: -29.914 -28.570 29.496
H: -29.182 -24.681 36.190
H: -29.178 -28.607 34.432
H: -26.612 -25.949 39.239
H: -21.938 -27.634 33.865
H: -27.217 -19.043 34.791
H: -25.658 -23.131 37.221
H: -32.253 -25.148 35.164
H: -29.207 -20.453 36.062
H: -22.520 -23.024 36.726
H: -27.892 -31.490 29.375
H: -30.605 -29.413 26.235
H: -26.886 -24.280 33.528
H: -24.727 -25.305 37.953
H: -21.836 -21.876 32.733
H: -24.301 -28.550 32.101
H: -28.077 -22.603 35.953
H: -28.052 -27.449 31.598
H: -27.904 -21.967 31.945
H: -33.419 -26.396 34.478
H: -23.348 -21.914 31.848
H: -24.471 -21.963 36.623
H: -26.647 -27.366 33.600
H: -33.042 -25.569 31.585
H: -30.668 -26.301 28.881
H: -27.883 -30.976 33.208
H: -29.363 -23.921 37.670
H: -30.459 -28.970 33.686
H: -25.385 -25.108 33.368
H: -23.998 -29.845 34.283
H: -23.852 -26.993 32.830
H: -28.353 -26.446 36.692
H: -28.269 -25.724 31.591
H: -21.821 -23.822 30.676
H: -21.924 -30.290 33.591
H: -24.888 -19.913 33.806
H: -21.720 -23.849 34.282
H: -26.743 -26.409 31.338
H: -29.302 -21.940 34.075

Orbital gap: 10.11 eV
Structure (SMILES): C1CCOC1.C1CCOC1.CC(C)O.CC(C)O.CC(C)O.CC(C)O.CC(C)O.CC(C)O.CC(C)O.CC(C)O.O
LUMO energy: 0.48 eV
HOMO energy: -9.6334 eV
Energy: -2095.9660 Eh
ΔE to the lowest compared entry with this formula, charge and spin: 0.0 kcal/mol

Atom charges from the Löwdin analysis, given in e for atoms 1 to 5: -0.062, -0.080, -0.054, -0.076, -0.149